No. 1
38
Properties=species:S:1:pos:R:3:forces:R:3 method="wB97M-V/def2-TZVPD" homo_energy_ev=-8.18 e_above_lowest_kj_mol=496.9 multiplicity=1 gap_ha=0.3143 charge=0
S 0.621 1.048 -3.129 -0.635 -1.267 2.737
O -0.717 0.411 -3.085 -1.484 0.577 -1.239
N 0.516 0.033 -0.129 0.264 0.986 0.516
N -2.393 -0.097 2.136 -2.591 0.415 -0.418
C -3.379 -0.732 3.148 4.268 1.133 0.148
C 1.303 -0.701 -1.036 -1.177 0.599 -0.166
C 1.925 -1.824 -0.593 0.870 -0.637 -1.266
C 2.739 -2.289 -2.772 0.778 0.614 -2.522
C 0.572 2.225 0.847 -0.605 1.658 2.084
C 2.664 -2.617 -1.458 0.633 -0.925 1.059
C -0.875 -0.449 0.099 -1.057 3.309 1.716
C 0.526 4.219 -0.551 -0.175 0.306 2.446
C 1.422 -0.352 -2.374 2.017 0.360 -1.692
C 0.637 3.384 -1.637 -0.813 0.443 -0.649
C -1.266 -2.356 1.825 0.011 -0.322 -3.585
C 0.491 3.612 0.734 0.024 0.869 -1.028
C 0.677 1.990 -1.603 0.491 2.065 1.617
C 0.632 1.478 -0.282 -0.222 -3.537 -1.839
C 2.169 -1.116 -3.272 -0.782 -0.507 3.005
C -1.279 -0.848 1.583 0.647 -0.774 0.444
H -1.076 -1.199 -0.615 -0.541 -0.859 -0.791
H 0.380 3.933 -2.506 0.509 -0.067 -1.557
H 1.958 -2.009 0.424 -0.212 -0.423 1.931
H -2.033 -2.868 1.208 0.150 0.225 0.212
H 3.279 -3.451 -1.059 -0.698 0.526 -0.320
H -2.638 -1.028 3.953 -1.386 -0.681 -0.331
H 0.327 4.237 1.612 0.195 -0.206 -0.105
H 2.252 -0.774 -4.254 0.322 0.175 -1.531
H 3.349 -2.812 -3.509 -0.061 -0.400 0.518
H 0.379 5.341 -0.643 0.278 -1.691 -0.062
H -1.515 0.508 -0.066 0.623 -1.928 -0.208
H -3.818 -1.545 2.605 -0.620 -0.389 0.368
H -0.291 -2.715 1.358 -1.030 0.191 1.126
H -2.034 0.801 2.425 -0.384 -0.053 0.263
H -4.034 -0.022 3.677 -0.003 -0.144 -1.071
H -0.494 -0.575 2.233 1.829 0.681 0.267
H 0.472 1.809 1.889 0.284 0.004 -1.516
H -1.448 -2.653 2.814 0.282 -0.325 1.439

No. 2
40
Properties=species:S:1:pos:R:3:forces:R:3 method="wB97M-V/def2-TZVPD" homo_energy_ev=-7.84 e_above_lowest_kj_mol=264.5 multiplicity=1 smiles="CC1=NNC(=O)[C@H]1CCC(=O)N/N=C/C=C/c1ccccc1" gap_ha=0.2875 charge=0
O -1.110 2.721 0.018 -0.021 0.166 0.195
O -3.008 -1.110 -1.853 0.214 -0.002 -0.421
N -0.917 0.802 -1.192 -0.404 -0.680 -0.699
N -4.552 -2.026 -0.434 0.144 -0.055 -0.422
N -5.089 -1.803 0.806 -0.458 0.023 0.808
N 0.374 0.584 -0.899 0.727 0.109 0.358
C 2.313 -0.764 -1.077 1.031 0.242 0.476
C -4.923 -0.193 2.615 -0.083 -0.054 0.025
C 4.497 -0.158 -0.020 0.669 -0.055 0.183
C -1.593 1.884 -0.707 -0.172 0.084 -0.215
C -3.574 -0.111 0.344 -0.245 -0.075 0.070
C 6.475 0.655 1.114 0.192 -0.021 0.049
C -3.948 1.329 -0.048 0.092 -0.091 -0.138
C -4.568 -0.740 1.288 0.266 -0.074 -0.366
C 7.192 -0.448 0.676 0.030 0.071 0.053
C 0.935 -0.471 -1.347 -1.204 0.194 -0.265
C -3.052 1.901 -1.150 0.050 0.080 0.146
C 3.103 0.045 -0.347 -0.745 -0.338 -0.436
C 5.146 0.798 0.770 -0.211 -0.141 -0.153
C 6.565 -1.404 -0.108 0.039 -0.079 -0.033
C 5.236 -1.264 -0.453 -0.106 0.120 0.038
C -3.634 -1.103 -0.813 0.012 -0.045 0.182
H -1.429 0.103 -1.745 0.047 0.283 0.245
H -3.860 1.957 0.841 -0.074 -0.008 -0.013
H -3.181 1.337 -2.073 -0.021 0.042 0.004
H -2.568 -0.111 0.774 -0.002 -0.076 -0.027
H 8.232 -0.562 0.943 0.076 -0.005 0.020
H 2.650 0.948 0.040 -0.056 0.102 0.041
H -5.591 -0.878 3.128 -0.043 -0.010 0.066
H -4.846 -2.835 -0.958 0.098 0.138 0.026
H 2.685 -1.686 -1.502 0.101 -0.063 -0.004
H 6.957 1.404 1.725 0.025 0.055 0.041
H 0.374 -1.192 -1.956 0.001 0.103 0.044
H -5.417 0.771 2.503 -0.025 0.087 0.057
H 4.767 -2.019 -1.065 -0.046 -0.079 -0.064
H 7.121 -2.264 -0.453 0.028 -0.059 -0.027
H -3.339 2.939 -1.323 0.104 -0.040 -0.023
H -4.024 -0.041 3.211 0.036 0.034 0.088
H -4.988 1.349 -0.384 0.001 0.039 0.065
H 4.590 1.659 1.113 -0.070 0.079 0.024